10 unconnected molecules or ions with the total composition C30H60O30 in a non-equilibrium geometry, computed with ωB97M-V/def2-TZVPD.

Results
Energy relative to the best compared isomer or geometry (same formula, charge and spin) (eV): 0.218
SMILES: COC(=O)OC.COC(=O)OC.COC(=O)OC.COC(=O)OC.COC(=O)OC.COC(=O)OC.COC(=O)OC.COC(=O)OC.COC(=O)OC.COC(=O)OC
Max |F| (eV Å⁻¹): 1.95
Orbital gap (eV): 11.2001

Each line ends with the Mulliken charge.
CARTESIAN COORDINATES (ANGSTROEM)
C: 18.638 12.426 12.314  -0.16
O: 18.540 13.468 13.285  -0.17
C: 17.328 13.993 13.441  0.61
O: 16.400 13.831 12.684  -0.68
O: 17.329 14.733 14.544  -0.36
C: 16.114 15.450 14.763  0.08
H: 18.665 12.877 11.328  -0.04
H: 17.795 11.735 12.372  0.41
H: 19.511 11.838 12.583  -0.15
H: 16.239 15.894 15.748  0.05
H: 15.277 14.759 14.862  0.00
H: 15.844 16.198 14.022  0.33
C: 15.080 11.948 15.571  -0.42
O: 16.032 12.298 16.603  -0.07
C: 16.982 11.408 16.855  0.71
O: 17.128 10.346 16.305  -0.60
O: 17.756 11.888 17.836  -0.24
C: 18.758 11.005 18.293  -0.74
H: 14.462 12.842 15.557  -0.14
H: 14.470 11.116 15.913  0.47
H: 15.621 11.752 14.650  0.20
H: 19.449 11.508 18.960  0.28
H: 19.355 10.563 17.488  0.29
H: 18.340 10.110 18.760  0.30
C: 11.121 18.281 15.318  0.12
O: 11.158 17.455 14.151  -0.42
C: 12.245 16.718 13.981  0.64
O: 13.202 16.641 14.716  -0.35
O: 12.140 16.099 12.813  -0.42
C: 13.129 15.157 12.440  -0.41
H: 12.018 18.885 15.465  -0.31
H: 11.004 17.675 16.215  0.25
H: 10.331 19.006 15.145  0.30
H: 13.021 14.221 12.992  0.25
H: 14.147 15.513 12.599  0.13
H: 12.965 14.965 11.384  0.31
C: 20.674 12.728 15.743  -0.20
O: 22.044 12.719 15.354  -0.38
C: 22.390 13.353 14.241  0.89
O: 21.689 14.047 13.555  -0.57
O: 23.681 13.075 14.009  -0.36
C: 24.173 13.567 12.772  -0.62
H: 20.138 13.436 15.111  0.14
H: 20.620 13.012 16.790  0.27
H: 20.212 11.749 15.609  0.07
H: 25.243 13.370 12.763  0.23
H: 24.032 14.644 12.677  0.28
H: 23.717 13.079 11.911  0.27
C: 11.148 15.078 21.484  -0.71
O: 12.246 14.764 20.654  -0.36
C: 12.192 15.224 19.410  0.76
O: 11.269 15.807 18.892  -0.57
O: 13.326 14.915 18.797  -0.32
C: 13.463 15.346 17.458  -0.03
H: 10.594 15.952 21.144  0.33
H: 11.499 15.231 22.502  0.27
H: 10.407 14.273 21.523  0.28
H: 13.246 16.419 17.380  -0.13
H: 12.742 14.898 16.777  0.42
H: 14.508 15.291 17.176  0.01
C: 12.168 20.331 18.799  -0.87
O: 13.042 19.360 18.204  -0.08
C: 14.241 19.195 18.739  0.69
O: 14.634 19.685 19.771  -0.61
O: 14.922 18.346 17.982  0.11
C: 16.342 18.215 18.173  -0.92
H: 12.315 21.260 18.252  0.22
H: 12.365 20.443 19.861  0.39
H: 11.167 19.939 18.641  0.26
H: 16.488 17.360 18.823  0.32
H: 16.794 19.166 18.447  0.36
H: 16.731 18.040 17.167  0.23
C: 14.784 19.549 14.944  -0.43
O: 13.733 20.353 15.424  -0.06
C: 13.580 21.571 14.918  0.60
O: 14.325 22.121 14.150  -0.58
O: 12.416 22.058 15.353  -0.27
C: 12.320 23.484 15.310  -0.76
H: 14.993 19.737 13.891  0.44
H: 14.546 18.484 14.961  -0.17
H: 15.674 19.613 15.571  0.24
H: 11.386 23.781 15.780  0.24
H: 12.281 23.827 14.277  0.32
H: 13.153 23.916 15.858  0.32
C: 17.035 6.873 10.550  -0.45
O: 16.240 7.855 9.881  -0.35
C: 16.194 9.050 10.444  0.68
O: 16.903 9.462 11.329  -0.41
O: 15.231 9.766 9.859  -0.36
C: 15.324 11.164 10.042  -0.52
H: 16.610 6.636 11.523  0.30
H: 18.074 7.184 10.620  0.12
H: 16.988 5.990 9.918  0.24
H: 14.539 11.614 9.433  0.28
H: 16.249 11.605 9.664  0.26
H: 15.172 11.483 11.071  0.22
C: 21.488 17.861 7.182  -0.64
O: 21.373 16.450 7.386  -0.35
C: 20.564 16.017 8.328  0.75
O: 19.916 16.698 9.086  -0.57
O: 20.568 14.687 8.318  -0.35
C: 19.943 14.041 9.408  -0.69
H: 22.239 18.232 7.878  0.28
H: 20.538 18.360 7.356  0.32
H: 21.831 17.973 6.160  0.22
H: 20.313 13.020 9.458  0.35
H: 18.858 14.102 9.451  0.29
H: 20.326 14.493 10.332  0.39
C: 20.141 8.984 11.444  -0.51
O: 21.209 8.059 11.300  -0.36
C: 21.968 7.876 12.365  0.75
O: 21.822 8.372 13.453  -0.55
O: 22.961 7.039 12.034  -0.36
C: 23.809 6.664 13.132  -0.62
H: 19.628 9.101 10.495  0.25
H: 20.518 9.939 11.808  0.26
H: 19.400 8.633 12.163  0.33
H: 24.502 5.946 12.708  0.21
H: 23.172 6.236 13.903  0.31
H: 24.355 7.512 13.541  0.28

Forces on the atoms, in the same order (eV/Å):
-0.412 -0.321 0.164
-0.179 -0.169 0.518
0.350 -0.070 -0.442
-0.195 0.020 0.173
-0.105 0.284 -0.462
-0.543 -0.326 1.094
0.238 -0.220 -0.133
-0.142 0.220 -0.020
0.304 0.358 -0.234
0.082 0.273 -0.154
0.025 -0.024 -0.244
0.458 -0.034 -0.213
0.316 0.407 0.959
-0.027 0.074 0.028
0.095 -0.243 -0.003
-0.063 0.124 0.014
-0.069 0.304 -0.032
0.737 -1.448 -0.277
-0.096 -0.086 -0.509
0.146 -0.207 -0.238
-0.292 -0.065 -0.169
-0.356 0.355 0.134
-0.135 0.456 -0.253
-0.270 0.336 0.331
0.413 0.500 0.386
0.143 0.042 -0.035
0.446 0.033 -0.220
-0.183 -0.046 0.203
-0.640 0.066 -0.225
0.514 -0.348 0.027
0.193 -0.344 -0.300
-0.345 0.008 -0.035
-0.354 -0.352 0.154
-0.120 0.071 0.071
-0.123 0.155 -0.020
0.010 0.020 0.001
-0.506 0.553 -0.369
0.346 -0.457 0.254
0.020 -0.151 0.046
-0.030 -0.037 -0.149
-0.231 -0.050 -0.002
0.525 0.442 -0.363
-0.085 0.044 0.244
0.045 0.046 -0.003
0.328 -0.143 -0.052
-0.058 -0.132 0.111
-0.161 -0.040 0.086
-0.172 -0.091 0.149
-1.140 0.091 0.529
0.273 -0.020 0.096
-0.349 0.158 -0.798
0.078 -0.034 0.304
0.447 -0.525 0.500
-0.465 1.846 -0.425
0.327 0.127 -0.093
0.285 0.047 -0.112
0.301 -0.205 -0.228
-0.073 -0.146 0.203
0.290 -0.565 0.037
-0.018 -0.746 -0.008
0.155 -0.326 -0.174
-0.174 -0.225 -0.203
0.179 0.086 0.975
0.068 0.156 -0.317
0.007 0.054 -0.740
-0.527 0.286 -0.809
-0.137 0.126 0.163
0.099 0.059 -0.018
-0.051 0.132 -0.015
0.528 0.220 0.248
-0.113 -0.186 0.771
-0.048 -0.478 0.123
0.994 -1.000 -0.760
-0.609 -0.252 0.451
0.227 -0.062 -0.801
0.022 0.068 0.308
-0.109 0.010 0.644
-0.196 0.150 -0.304
0.241 0.517 0.167
-0.813 0.240 0.433
0.042 0.603 -0.150
-0.014 -0.325 0.151
0.301 0.063 0.013
0.054 0.146 -0.171
0.092 -0.303 -0.280
-0.266 -0.211 0.000
-0.012 0.636 0.174
0.168 -0.227 -0.009
0.262 -0.431 -0.375
-0.450 1.242 -0.130
0.113 0.140 0.106
-0.046 0.123 0.188
-0.072 0.034 0.004
-0.126 -0.287 0.084
0.243 -0.437 0.171
0.135 -0.227 0.096
0.062 -0.190 0.399
0.325 -0.260 -0.743
-0.721 0.297 0.795
0.148 0.003 -0.121
0.150 -0.382 -0.706
0.707 0.268 1.575
-0.050 0.196 -0.052
-0.006 -0.001 -0.046
-0.033 0.095 -0.028
-0.243 -0.119 -0.542
-0.038 0.052 -0.505
-0.274 0.079 -0.043
-0.499 0.332 0.703
-0.132 -0.150 -0.714
0.583 -0.123 0.463
-0.190 0.052 -0.136
-0.058 0.203 -0.038
-0.342 -0.005 -0.150
0.340 -0.087 -0.206
0.027 0.027 -0.138
0.124 -0.082 0.058
-0.025 -0.111 0.120
0.285 -0.133 0.129
-0.104 0.108 -0.081

=====

A molecular structure, C6H14AlO5S in a non-equilibrium geometry, computed with ωB97M-V/def2-TZVPD.

Results
Charge: -1
Max |F| (eV Å⁻¹): 6.88
Orbital gap (eV): 7.9333

Each line ends with the natural charge from an NBO analysis.
CARTESIAN COORDINATES (ANGSTROEM)
C: 0.718 -3.485 -0.042  -1.28
Al: -1.158 -2.600 0.083  1.71
O: -1.657 -2.190 1.872  -0.96
C: -1.310 -0.789 2.203  -0.09
C: -1.138 0.116 0.812  0.08
C: -0.490 1.617 0.921  -0.45
C: 1.126 1.704 0.669  -0.42
C: 1.627 1.277 -0.831  -0.64
S: 0.772 2.159 -2.243  2.11
O: 1.902 2.659 -3.225  -0.91
O: -0.026 3.424 -1.845  -0.89
O: -0.138 1.011 -3.153  -0.84
O: -0.819 -0.755 -0.329  -0.98
H: 1.518 -2.829 0.532  0.21
H: 0.967 -3.625 -1.190  0.20
H: 0.731 -4.566 0.450  0.20
H: -2.237 -3.348 -0.811  -0.46
H: -0.460 -0.655 2.996  0.14
H: -2.286 -0.429 2.761  0.15
H: -2.284 0.372 0.596  0.13
H: -0.671 1.976 2.046  0.21
H: -1.135 2.349 0.258  0.24
H: 1.743 1.059 1.462  0.23
H: 1.467 2.830 0.849  0.21
H: 2.792 1.530 -0.898  0.27
H: 1.562 0.098 -0.985  0.31
H: -1.118 1.091 -2.958  0.52

Forces on the atoms, in the same order (eV/Å):
0.497 -0.848 0.124
1.383 1.709 1.479
1.487 1.962 -1.029
-1.375 -0.321 0.226
-3.192 -0.636 -0.577
0.217 -0.571 0.912
-0.101 0.952 -0.045
1.302 -1.665 1.539
1.902 5.442 -3.757
-3.758 -2.970 3.414
1.484 -4.986 -0.458
0.294 1.969 1.886
0.302 0.632 1.997
-1.386 -1.318 -1.378
-0.089 0.340 2.257
0.080 2.086 -1.007
-0.232 0.006 -0.031
-0.970 -0.532 -1.583
1.916 -0.089 -1.025
2.018 -0.180 0.632
0.367 -0.804 -2.313
1.786 -1.474 1.100
-1.493 1.149 -1.898
-0.731 -2.340 -0.458
-2.760 -0.128 -0.371
-0.450 2.634 0.140
1.505 -0.019 0.224

=====

A molecular structure, C8H8 in a non-equilibrium geometry, computed with ωB97M-V/def2-TZVPD.

Results
Energy relative to the best compared isomer or geometry (same formula, charge and spin) (eV): 2.707
Max |F| (eV Å⁻¹): 2.10
Orbital gap (eV): 9.7341

Each line ends with the natural charge from an NBO analysis.
CARTESIAN COORDINATES (ANGSTROEM)
C: 1.777 0.095 0.687  -0.22
C: 1.775 -0.065 -0.656  -0.21
C: 0.294 -0.102 -1.021  -0.23
C: -0.349 -1.039 0.078  -0.23
C: -1.800 -0.641 0.098  -0.22
C: -1.778 0.691 -0.089  -0.20
C: -0.278 1.035 -0.130  -0.23
C: 0.293 0.094 1.008  -0.22
H: 2.635 0.111 1.347  0.22
H: 2.648 -0.215 -1.254  0.21
H: 0.073 -0.264 -2.074  0.21
H: -0.050 -2.074 0.153  0.22
H: -2.640 -1.312 0.183  0.22
H: -2.579 1.428 -0.133  0.22
H: 0.060 2.042 -0.225  0.22
H: -0.082 0.215 2.029  0.22

Forces on the atoms, in the same order (eV/Å):
0.000 -0.615 -1.191
0.111 -0.025 1.727
0.950 -0.475 -0.224
0.620 1.226 0.246
-0.465 0.800 -0.639
0.001 -0.075 0.374
-1.337 -1.603 0.226
0.062 0.271 0.078
-0.207 0.064 0.031
0.164 0.042 -0.543
-0.358 0.276 -0.023
0.064 -0.191 0.116
-0.064 0.078 0.049
0.088 -0.410 -0.001
0.193 0.656 -0.090
0.177 -0.018 -0.135